No. 1
DFT (ωB97M-V with the def2-TZVPD basis set) results for a 5-piece molecular cluster, C33H29FO13 overall at a distorted geometry.

Last column: Löwdin charge in e.
Atoms and positions in Å:
C  6.44386  -0.60352  3.54206  0.02
C  6.51503  -1.90251  2.79370  -0.52
O  7.55066  -2.27399  2.27643  0.10
O  5.43191  -2.72102  2.78172  0.00
C  4.15614  -2.06382  2.62991  -0.17
C  3.17890  -3.05584  2.03529  -0.14
C  2.15236  -3.62577  3.00794  -0.15
C  1.32081  -2.60486  3.77614  -0.07
C  0.44573  -1.70845  2.92468  -0.45
F  -0.86043  -2.13394  3.10356  0.06
C  0.48451  -0.22367  3.18585  -0.01
O  1.47697  0.17493  2.22977  0.09
C  1.27984  -0.61547  1.14993  -0.51
O  1.59160  -0.34258  0.01153  0.15
O  0.66694  -1.76730  1.54552  0.14
H  5.48841  -0.10452  3.49492  0.07
H  7.21686  0.03822  3.16207  0.09
H  6.66702  -0.79089  4.58378  0.09
H  4.27998  -1.23808  1.95236  0.09
H  3.82124  -1.69638  3.59244  0.12
H  2.71952  -2.64390  1.15355  0.10
H  3.77614  -3.88546  1.67732  0.13
H  1.50772  -4.32835  2.50087  0.12
H  2.70008  -4.20060  3.74462  0.12
H  0.64147  -3.14566  4.41482  0.13
H  1.94228  -2.01673  4.43608  0.12
H  -0.44603  0.22340  2.86661  0.14
H  0.74990  0.03480  4.19247  0.14
O  4.03823  -3.32906  -4.40073  0.11
C  4.22566  -2.67246  -3.40008  -0.39
C  3.57598  -1.35059  -3.21215  0.03
C  3.78292  -0.62942  -2.11390  0.01
C  4.67119  -1.12024  -1.03325  -0.37
O  4.85754  -0.47105  -0.02551  0.09
C  5.32150  -2.44102  -1.21571  0.03
C  5.11389  -3.16127  -2.31455  0.03
H  2.93009  -1.01562  -4.01340  0.12
H  3.31653  0.33387  -1.95201  0.12
H  5.96639  -2.77434  -0.41032  0.12
H  5.57662  -4.12712  -2.47211  0.12
O  0.79091  4.00568  -0.66242  0.11
C  -0.32954  3.54319  -0.67316  -0.38
C  -1.51401  4.39841  -0.94203  0.03
C  -2.74421  3.89229  -0.94554  0.01
C  -2.98624  2.45093  -0.69073  -0.38
O  -4.11204  1.99557  -0.70108  0.10
C  -1.80467  1.59304  -0.42682  0.03
C  -0.57369  2.10116  -0.41453  0.03
H  -1.32092  5.44692  -1.13083  0.12
H  -3.61461  4.50180  -1.13517  0.09
H  -1.99238  0.53932  -0.25083  0.09
H  0.29459  1.48772  -0.21524  0.09
O  -3.77819  6.20647  -2.76975  0.09
C  -4.33129  5.85784  -3.79229  -0.37
C  -4.05608  6.53480  -5.08285  0.02
C  -4.66188  6.15306  -6.20354  0.02
C  -5.63598  5.03210  -6.20999  -0.39
O  -6.18550  4.68405  -7.23113  0.11
C  -5.90847  4.35376  -4.91757  0.03
C  -5.30338  4.73587  -3.79657  0.03
H  -3.34228  7.34812  -5.05563  0.12
H  -4.47784  6.63303  -7.15611  0.12
H  -6.61997  3.53860  -4.94428  0.12
H  -5.48693  4.25110  -2.84519  0.12
O  -6.25655  -3.58592  3.15377  0.11
C  -5.55166  -3.05983  2.32114  -0.38
C  -5.78785  -3.27037  0.86885  0.02
C  -5.01230  -2.69899  -0.04849  0.03
C  -3.88324  -1.82454  0.34570  -0.37
O  -3.16028  -1.30204  -0.47857  0.09
C  -3.64879  -1.60870  1.79363  0.02
C  -4.41905  -2.18380  2.71198  0.03
H  -6.61883  -3.91283  0.60783  0.12
H  -5.16348  -2.84167  -1.11076  0.12
H  -2.81707  -0.96954  2.05188  0.10
H  -4.26226  -2.04632  3.77416  0.12

Forces on the atoms, in the same order (eV/Å):
C -0.171 -0.037 -0.073
C 1.421 -0.570 -0.559
O -1.194 0.180 0.580
O 0.082 0.345 -0.158
C 0.023 -0.291 0.054
C 0.226 -0.425 0.107
C 0.327 0.319 0.098
C 0.183 -0.296 -0.447
C -1.226 -0.277 0.720
F -0.130 0.002 -0.066
C 0.380 -0.228 -0.507
O 0.057 0.366 -0.218
C 0.447 0.424 -1.642
O -0.459 -0.782 2.155
O 0.346 0.289 -0.792
H -0.242 0.112 -0.088
H 0.252 0.281 -0.199
H 0.024 -0.200 0.343
H 0.051 0.418 -0.138
H -0.023 0.131 0.293
H -0.183 0.153 -0.256
H 0.161 -0.236 -0.151
H -0.269 -0.158 -0.259
H 0.089 -0.229 0.287
H -0.266 -0.135 0.333
H 0.237 0.307 0.060
H -0.445 0.140 0.251
H 0.289 0.296 0.281
O 0.000 -0.041 -0.040
C -0.034 0.042 0.005
C 0.042 0.006 0.049
C -0.014 0.073 -0.073
C -0.038 -0.081 -0.068
O 0.051 0.121 0.102
C 0.028 -0.067 0.006
C 0.012 0.003 0.049
H 0.003 -0.030 -0.019
H 0.019 -0.030 0.050
H 0.007 0.032 0.022
H -0.012 -0.005 -0.031
O 0.024 0.009 -0.002
C -0.041 0.000 0.005
C -0.017 0.009 -0.010
C 0.057 -0.085 0.065
C 0.032 -0.002 -0.023
O -0.033 0.008 0.019
C 0.102 -0.074 0.084
C -0.074 0.053 0.049
H 0.010 0.000 -0.009
H -0.027 0.055 -0.008
H -0.086 0.073 -0.074
H 0.084 0.086 -0.099
O -0.022 0.070 -0.026
C 0.003 -0.025 0.010
C -0.009 0.011 -0.050
C 0.037 0.033 0.030
C -0.005 -0.007 -0.007
O -0.019 -0.007 -0.030
C 0.013 -0.001 0.051
C -0.016 -0.016 0.004
H 0.006 -0.004 0.038
H -0.022 -0.024 -0.019
H -0.003 -0.001 -0.035
H 0.018 0.007 0.003
O -0.020 -0.014 0.024
C -0.013 -0.019 -0.013
C 0.037 0.020 -0.035
C -0.047 -0.016 -0.003
C 0.201 0.140 -0.046
O -0.123 -0.208 0.001
C -0.144 -0.040 0.056
C 0.037 0.033 -0.030
H -0.011 -0.008 0.038
H 0.024 0.027 -0.006
H 0.022 0.015 -0.021
H -0.029 -0.019 0.009

## Properties
Net charge: 0

No. 2
DFT (ωB97M-V with the def2-TZVPD basis set) results for a 2-piece molecular cluster, C4H12 overall at a distorted geometry.

Last column: Löwdin charge in e.
Atoms and positions in Å:
C  -0.59510  -1.85327  1.23951  -0.21
C  0.88713  -1.51987  1.24464  -0.17
H  -1.19788  -1.74728  0.32085  0.04
H  -0.71694  -2.90693  1.45926  0.04
H  -1.38880  -1.26516  1.90856  0.11
H  1.11656  -0.78601  0.38167  0.05
H  1.12482  -1.05811  2.17639  0.04
H  1.63228  -2.41793  1.19735  0.10
C  0.22786  1.05911  -1.44670  -0.20
C  -0.37877  2.38970  -0.96926  -0.18
H  -0.48299  0.17379  -1.56227  0.08
H  0.40668  1.28689  -2.51222  0.06
H  1.07858  0.67088  -0.93744  0.02
H  0.46141  3.13151  -0.69240  0.09
H  -1.05014  2.23349  -0.06888  0.07
H  -1.12470  2.60921  -1.73906  0.05

Forces on the atoms, in the same order (eV/Å):
C -2.901 0.057 0.506
C 1.073 0.263 -1.723
H 1.093 0.040 -0.404
H -0.246 -0.212 0.437
H 2.420 -0.983 -0.595
H -0.046 -1.273 1.594
H 0.334 0.623 0.581
H -1.717 1.378 -0.290
C -1.683 -0.467 -1.847
C -0.331 -0.900 1.942
H 0.413 1.284 0.653
H 0.893 -0.481 0.352
H 0.787 0.180 0.255
H -1.738 -0.835 -0.893
H 1.069 0.273 -0.570
H 0.580 1.052 0.002

## Properties
Energy above the lowest of the compared OMol25 structures with the same formula, charge and spin (kcal per mole): 28.2
Net charge: 0

No. 3
DFT (ωB97M-V with the def2-TZVPD basis set) results for a 3-piece molecular cluster, C15H38N3O6P overall.

Last column: Löwdin charge in e.
Atoms and positions in Å:
C  -2.33270  6.64146  4.13252  -0.12
O  -2.63562  6.42028  2.77299  -0.19
C  -1.54350  6.60259  1.88856  -0.24
C  -1.33178  5.35066  1.05120  -0.19
C  -0.84481  4.17210  1.89224  -0.19
C  -1.04180  2.77744  1.29451  -0.18
C  -0.52270  2.45466  -0.10638  -0.44
O  0.92422  2.49592  -0.18102  -0.06
C  1.58046  3.66439  0.01493  -0.36
O  2.56145  3.73270  0.68212  0.11
P  -1.47342  3.13501  -1.56437  0.87
N  -0.88161  2.00079  -2.71424  -0.17
O  -0.59742  4.47917  -2.02288  -0.33
H  -1.47645  6.03704  4.45665  0.08
H  -3.20785  6.34270  4.70903  0.09
H  -2.11779  7.69859  4.33181  0.09
H  -1.76731  7.45271  1.23278  0.12
H  -0.63300  6.85128  2.44914  0.13
H  -2.28997  5.10180  0.57712  0.11
H  -0.60924  5.58709  0.26495  0.09
H  -1.39432  4.18434  2.83839  0.11
H  0.20754  4.31749  2.15734  0.11
H  -0.57358  2.05378  1.96991  0.13
H  -2.11055  2.53173  1.28414  0.12
H  -0.73645  1.39247  -0.26539  0.09
H  1.19995  4.50454  -0.57856  0.13
H  0.00545  2.32444  -3.09620  0.04
H  -1.52812  1.97272  -3.49778  0.03
H  -1.15086  5.26724  -1.97082  0.04
C  3.65775  -2.77280  -2.29519  -0.11
O  3.40877  -1.38494  -2.20240  -0.18
C  2.30554  -0.91276  -2.95111  -0.21
C  0.94114  -1.09703  -2.27893  -0.43
C  0.43557  -2.53464  -2.29064  -0.07
N  0.92627  -0.59909  -0.90100  0.06
H  3.44372  -3.14671  -3.30219  0.09
H  3.07011  -3.34922  -1.57597  0.07
H  4.71499  -2.92642  -2.08101  0.09
H  2.48200  0.15909  -3.07678  0.12
H  2.30852  -1.37012  -3.95090  0.12
H  0.23433  -0.48709  -2.84932  0.11
H  0.92649  -3.14204  -1.52930  0.05
H  -0.63336  -2.55295  -2.07412  0.07
H  0.59412  -3.01408  -3.25900  0.08
H  1.14469  0.39240  -0.89718  0.04
H  1.70489  -1.03511  -0.41317  0.08
C  1.64243  -6.30205  0.41700  -0.11
O  0.66446  -5.76655  -0.45087  -0.20
C  -0.66027  -6.20983  -0.23095  -0.21
C  -1.40477  -5.50321  0.90820  -0.44
C  -0.96393  -5.93427  2.30356  -0.07
N  -1.34599  -4.04436  0.82142  0.05
H  1.41683  -7.34205  0.67488  0.09
H  1.73974  -5.72231  1.33823  0.08
H  2.59558  -6.27066  -0.11043  0.09
H  -1.18890  -5.99953  -1.16417  0.12
H  -0.67048  -7.29864  -0.08168  0.12
H  -2.45603  -5.78879  0.79206  0.13
H  -0.02626  -5.45609  2.58868  0.07
H  -1.71259  -5.63731  3.03705  0.08
H  -0.83109  -7.01610  2.36554  0.08
H  -1.76876  -3.72667  -0.04452  0.06
H  -0.37369  -3.75519  0.76155  0.07

Forces on the atoms, in the same order (eV/Å):
C -0.021 0.020 0.020
O 0.022 -0.147 0.029
C 0.006 0.145 -0.096
C -0.052 -0.045 0.138
C 0.059 0.015 0.000
C -0.060 -0.052 0.005
C 0.035 0.141 -0.171
O -0.095 -0.109 0.244
C -0.063 0.133 -0.440
O 0.363 -0.100 0.197
P 0.104 -0.345 -0.041
N -0.214 0.705 -0.187
O -0.122 0.030 0.138
H -0.027 0.052 -0.008
H 0.031 0.047 -0.020
H 0.012 -0.054 0.004
H 0.032 -0.013 0.059
H -0.029 -0.065 -0.037
H 0.077 0.026 -0.023
H -0.080 -0.018 -0.002
H 0.024 -0.026 -0.042
H -0.029 0.039 -0.039
H -0.045 0.018 -0.049
H 0.046 0.076 -0.025
H 0.025 0.010 0.062
H -0.266 -0.006 0.140
H 0.135 -0.254 0.118
H 0.050 -0.140 0.073
H 0.054 -0.062 -0.067
C 0.050 0.026 -0.003
O -0.024 -0.046 0.020
C -0.009 0.070 -0.064
C -0.036 -0.090 0.108
C -0.049 -0.064 -0.001
N 0.094 0.007 -0.115
H -0.001 -0.013 0.002
H -0.022 -0.012 -0.030
H -0.003 0.004 0.001
H 0.030 -0.009 0.027
H -0.027 -0.019 0.014
H 0.030 0.026 -0.018
H 0.005 -0.018 -0.024
H 0.007 0.021 0.018
H 0.003 0.012 -0.002
H 0.011 0.027 0.021
H -0.058 -0.005 0.073
C 0.024 -0.001 -0.060
O 0.049 0.063 0.039
C -0.055 0.008 -0.070
C 0.021 0.062 0.063
C -0.012 -0.021 0.024
N 0.021 -0.048 -0.106
H 0.006 -0.001 0.013
H -0.023 -0.030 0.018
H -0.003 -0.004 -0.001
H 0.029 0.011 -0.007
H -0.007 0.009 0.043
H 0.009 -0.034 -0.018
H 0.007 -0.011 -0.022
H 0.012 0.029 -0.005
H -0.001 0.002 -0.001
H -0.035 0.008 0.029
H -0.016 0.019 0.053

## Properties
Net charge: 0

| no. | gap between HOMO and LUMO (eV) |
| --- | --- |
| 1 | 8.329 |
| 2 | 12.441 |
| 3 | 9.455 |